(1)
23
Properties=species:S:1:pos:R:3 method="wB97M-V/def2-TZVPD" smiles="CCNC(=O)[n+]1cncc(C)n1" e_homo_ev=-14.0 charge=+1 homo_lumo_gap_ha=0.3038 lumo_ha=-0.2125
C 3.171 -1.941 -0.109
C 1.982 -2.143 0.836
N 0.894 -1.127 0.594
C 0.255 -0.521 1.605
O 0.386 -0.414 2.772
N -0.826 0.365 0.975
C -1.287 1.861 1.798
N -1.510 2.645 0.869
C -1.684 2.605 -0.425
C -1.848 1.268 -0.991
C -2.448 0.853 -2.381
N -1.182 0.355 -0.261
H 3.518 -0.919 0.002
H 4.006 -2.559 0.108
H 2.905 -2.028 -1.315
H 1.650 -3.172 0.515
H 2.416 -2.047 1.848
H 0.814 -0.972 -0.356
H -1.527 1.918 2.829
H -1.802 3.684 -0.952
H -2.391 -0.214 -2.490
H -3.380 1.199 -2.171
H -2.111 1.303 -3.301



(2)
47
Properties=species:S:1:pos:R:3 method="wB97M-V/def2-TZVPD" e_homo_ev=-5.5 charge=0 homo_lumo_gap_ha=0.1041 lumo_ha=-0.0983
C 3.553 -4.821 2.329
C 2.483 -3.784 2.408
C 1.167 -4.121 2.115
C 0.166 -3.183 2.179
C 0.433 -1.847 2.548
C -0.649 -0.932 2.554
C -0.711 0.468 2.767
C -1.986 1.068 2.857
C -2.130 2.407 3.122
C -1.019 3.220 3.325
C -1.202 4.670 3.625
C 0.246 2.654 3.190
C 0.405 1.322 2.889
C 1.759 -1.539 2.914
C 2.757 -2.480 2.814
H 4.543 -4.396 2.497
H 3.398 -5.599 3.078
H 3.565 -5.303 1.351
H 0.937 -5.136 1.840
H -0.849 -3.462 1.952
H -1.607 -1.389 2.376
H -2.857 0.453 2.707
H -3.112 2.845 3.177
H -0.253 5.162 3.839
H -1.658 5.189 2.781
H -1.850 4.816 4.490
H 1.113 3.279 3.319
H 1.390 0.961 2.660
H 1.992 -0.591 3.358
H 3.770 -2.211 3.058
Cl -0.513 1.197 -9.131
C -0.712 1.080 -7.423
C -0.026 1.949 -6.591
C -0.202 1.864 -5.226
C -1.053 0.917 -4.699
S -1.292 0.843 -2.919
C -0.134 -0.430 -2.447
Cl 0.005 -0.843 -0.801
O -0.777 2.153 -2.372
O -2.668 0.270 -2.692
C -1.735 0.049 -5.525
C -1.565 0.126 -6.892
H 0.621 2.692 -7.027
H 0.300 2.542 -4.554
H 0.462 -0.932 -3.173
H -2.411 -0.668 -5.088
H -2.096 -0.531 -7.561



(3)
9
Properties=species:S:1:pos:R:3 method="wB97M-V/def2-TZVPD" smiles="N#CCOC=S" e_homo_ev=-9.5 charge=0 homo_lumo_gap_ha=0.3327 lumo_ha=-0.0158
N -1.545 1.926 -0.285
C -1.383 0.684 -0.194
C -0.718 -0.693 -0.108
O 0.563 -0.733 -0.564
C 1.401 0.108 0.082
S 2.884 0.769 -0.247
H -1.416 -1.321 -0.664
H -0.579 -1.002 0.977
H 0.794 0.261 1.003



(4)
120
Properties=species:S:1:pos:R:3 method="wB97M-V/def2-TZVPD" smiles="O=C1OC[C@@H](F)O1.O=C1OC[C@@H](F)O1.O=C1OC[C@@H](F)O1.O=C1OC[C@@H](F)O1.O=C1OC[C@@H](F)O1.O=C1OC[C@@H](F)O1.O=C1OCCO1.O=C1OCCO1.O=C1OCCO1.O=C1OCCO1.O=C1OCCO1.O=C1OCCO1" e_homo_ev=-10.1 charge=0 homo_lumo_gap_ha=0.3677 lumo_ha=-0.0031
O 4.856 -0.521 1.583
C 4.667 0.600 1.952
O 4.588 1.740 1.212
C 4.671 2.812 2.113
C 4.034 2.252 3.337
F 2.732 2.301 3.198
O 4.450 0.960 3.272
H 5.691 3.166 2.264
H 3.977 3.606 1.838
H 4.220 2.700 4.313
O -4.034 1.992 -0.926
C -3.746 2.102 0.208
O -4.416 1.615 1.240
C -3.916 2.015 2.517
C -2.829 3.010 2.021
F -1.677 2.612 2.599
O -2.760 2.855 0.619
H -4.661 2.494 3.153
H -3.486 1.264 3.181
H -3.015 4.079 2.125
O 6.471 3.234 -2.037
C 5.750 2.341 -2.511
O 5.758 1.027 -2.146
C 4.895 0.369 -3.082
C 4.025 1.471 -3.595
F 2.994 1.663 -2.719
O 4.887 2.546 -3.527
H 5.364 -0.161 -3.911
H 4.327 -0.383 -2.534
H 3.599 1.173 -4.553
O -3.024 -2.467 -6.062
C -2.608 -2.991 -5.049
O -1.464 -2.740 -4.370
C -1.230 -3.468 -3.275
C -2.503 -4.382 -3.247
F -3.109 -4.092 -2.096
O -3.245 -4.048 -4.402
H -0.289 -3.980 -3.479
H -1.055 -2.901 -2.361
H -2.194 -5.428 -3.241
O 3.647 1.516 6.302
C 2.503 1.106 6.172
O 1.366 1.854 6.085
C 0.317 0.938 5.880
C 0.839 -0.367 6.543
F 0.187 -1.316 5.922
O 2.167 -0.187 6.243
H -0.563 1.260 6.437
H -0.013 0.834 4.847
H 0.625 -0.366 7.611
O 2.935 4.033 -1.642
C 1.879 4.406 -1.101
O 0.598 4.093 -1.336
C -0.330 4.895 -0.663
C 0.592 5.433 0.430
F 0.484 4.712 1.548
O 1.897 5.198 -0.063
H -0.532 5.768 -1.282
H -1.084 4.249 -0.211
H 0.348 6.488 0.554
O 0.288 -5.534 3.821
C 0.895 -4.466 3.476
O 1.729 -4.369 2.443
C 2.110 -3.083 2.240
C 1.298 -2.354 3.312
O 0.715 -3.272 4.070
H 3.182 -2.987 2.407
H 1.858 -2.757 1.231
H 0.415 -1.853 2.918
H 1.954 -1.726 3.915
O -6.722 -3.672 -3.174
C -5.975 -2.762 -2.827
O -5.968 -2.320 -1.547
C -5.645 -0.955 -1.499
C -4.871 -0.791 -2.830
O -5.345 -1.884 -3.549
H -6.591 -0.414 -1.527
H -4.989 -0.656 -0.682
H -3.788 -0.907 -2.796
H -5.179 0.131 -3.322
O -3.317 0.924 -5.104
C -2.345 1.516 -4.618
O -1.252 1.030 -4.153
C -0.493 2.030 -3.556
C -0.941 3.227 -4.302
O -2.291 2.887 -4.616
H -0.753 2.155 -2.504
H 0.591 1.935 -3.624
H -0.378 3.425 -5.214
H -0.841 4.071 -3.620
O 1.464 -0.771 -3.619
C 1.755 -1.811 -3.086
O 2.766 -2.588 -3.595
C 3.330 -3.340 -2.526
C 2.129 -3.597 -1.674
O 1.318 -2.440 -1.928
H 3.711 -4.276 -2.935
H 4.136 -2.828 -2.000
H 2.294 -3.791 -0.615
H 1.543 -4.361 -2.185
O -1.682 -0.537 -0.807
C -0.701 -0.063 -0.145
O -0.432 -0.123 1.165
C 0.599 0.688 1.425
C 1.344 0.720 0.076
O 0.272 0.631 -0.786
H 0.192 1.671 1.661
H 1.244 0.364 2.242
H 1.923 -0.178 -0.135
H 1.921 1.629 -0.099
O -2.634 -0.685 4.214
C -2.831 -1.606 3.348
O -2.835 -2.896 3.548
C -3.145 -3.617 2.368
C -3.259 -2.581 1.277
O -3.053 -1.387 2.039
H -2.409 -4.383 2.122
H -4.123 -4.071 2.526
H -4.271 -2.471 0.889
H -2.480 -2.853 0.565



(5)
18
Properties=species:S:1:pos:R:3 method="wB97M-V/def2-TZVPD" e_homo_ev=-11.8 charge=+1 homo_lumo_gap_ha=0.2452 lumo_ha=-0.1883
C -2.150 0.251 0.595
C -2.476 -0.608 -0.675
C 1.395 -1.632 0.526
N -0.669 2.066 0.220
N 1.962 0.481 -0.166
N 1.871 1.784 -0.306
N 1.016 -0.257 0.235
N -1.340 1.178 0.425
H -2.560 0.021 1.500
H -1.774 -0.669 -1.411
H -3.346 -0.183 -1.121
H -2.756 -1.643 -0.332
H 2.550 -1.640 0.556
H 0.753 -1.780 1.357
H 0.931 -2.069 -0.421
H 1.029 2.283 -0.442
H 2.852 0.069 -0.368
H 2.712 2.347 -0.173



(6)
21
Properties=species:S:1:pos:R:3 method="wB97M-V/def2-TZVPD" e_homo_ev=-11.3 charge=+1 homo_lumo_gap_ha=0.2702 lumo_ha=-0.1436
C -3.020 0.706 -0.177
C -2.130 -0.351 -0.040
C -2.222 -1.620 0.646
C 0.602 -0.352 1.225
C 0.351 0.762 -1.044
C -0.164 0.575 0.344
N 1.656 1.600 -1.016
P -2.747 -0.017 -1.747
H -3.588 1.448 0.372
H -3.239 -2.057 0.360
H -2.211 -1.620 1.843
H -1.439 -2.318 0.383
H 1.621 0.182 1.665
H 0.093 -0.604 2.165
H 0.962 -1.168 0.796
H 0.527 -0.171 -1.538
H -0.364 1.141 -1.710
H -0.352 1.608 0.790
H 1.728 2.332 -0.384
H 1.755 2.073 -2.018
H 2.579 1.076 -0.888